A 10-piece molecular cluster, C92H64Cl8O12 overall at a distorted geometry. Source: OMol25; level of theory: ωB97M-V with the def2-TZVPD basis set.

XYZ file:
```
176
Properties=species:S:1:pos:R:3:forces:R:3:lowdin_charge:R:1
O 12.590093 28.076643 20.769918 0.6710 -0.0761 -0.0640 0.073
C 13.614111 27.708387 21.331501 -1.4696 -0.1608 0.3434 -0.290
C 13.521316 27.031299 22.635173 0.4083 0.0665 0.8584 -0.102
C 12.291774 26.898962 23.248981 -0.1994 -0.3792 0.6717 0.010
C 12.204624 26.375676 24.553360 -0.6419 0.5758 -0.9161 -0.044
C 13.347837 25.979304 25.213639 -0.6850 -0.5441 0.1630 -0.072
C 14.571983 26.087747 24.599692 0.3179 0.3160 0.6178 -0.032
C 14.664965 26.662106 23.348965 1.5132 -0.1902 -0.2235 -0.083
C 16.071995 26.844645 22.793194 -0.3927 -0.2780 -0.2826 -0.270
O 17.068701 26.387262 23.336215 -0.9500 0.5789 -0.2729 0.085
C 16.140717 27.566531 21.469789 -0.5604 -0.2664 0.4583 -0.078
C 17.388441 27.803363 20.904617 0.2496 -0.3155 0.3465 -0.034
C 17.503751 28.414244 19.681613 -0.7640 0.4804 -2.0244 -0.071
C 16.340597 28.849487 18.999085 -0.5331 0.3431 0.9946 -0.024
C 15.067781 28.659917 19.618796 0.7260 -0.1531 -1.2826 0.001
C 14.942113 27.946319 20.804157 2.3063 0.7060 -0.4562 -0.086
H 11.430974 27.227088 22.687466 -0.2183 -0.0281 0.1234 0.115
H 11.230894 26.332072 25.042686 0.2615 -0.1170 -0.1459 0.110
H 13.254775 25.520732 26.188699 0.1198 0.1333 0.1274 0.109
H 15.446272 25.826537 25.185999 0.1572 -0.0628 -0.4668 0.117
H 18.303586 27.476547 21.397604 -0.3925 -0.0144 0.1920 0.124
H 18.461864 28.489187 19.141835 -0.4120 0.1022 0.6280 0.096
H 16.427145 29.425872 18.053104 -0.1355 -0.6894 0.7308 0.116
H 14.128683 28.953362 19.136374 0.5258 0.0602 0.0573 0.101
O 15.932574 11.705274 17.645967 -0.1975 -0.4641 0.0600 0.112
C 15.370673 12.726738 17.951073 0.8883 1.9263 -0.1342 -0.299
C 14.034665 13.134262 17.417714 0.0881 0.3632 1.5030 -0.080
C 13.435936 12.309328 16.504891 0.3604 -0.9285 -0.1939 -0.029
C 12.191717 12.593227 16.025907 -1.4742 0.8149 0.0001 -0.049
C 11.542373 13.779030 16.461324 0.1927 -0.1176 -1.5953 -0.033
C 12.163713 14.637179 17.354619 -0.3519 -0.4829 -0.2587 0.003
C 13.360070 14.268777 17.929201 0.5749 -1.4500 -2.1517 -0.099
C 13.928978 15.132503 18.920869 1.5822 -0.8446 0.9956 -0.317
O 13.219163 15.872373 19.540467 -0.7024 1.7202 0.8069 0.115
C 15.361735 14.925828 19.289113 1.0919 -0.8283 -0.3346 -0.069
C 15.987177 15.770260 20.210677 1.2998 0.2139 -0.1270 -0.005
C 17.358855 15.545744 20.507711 -0.9907 -0.1834 0.0615 -0.069
C 18.058572 14.441607 20.009506 -0.4987 1.9438 0.7641 -0.067
C 17.418051 13.565205 19.185068 -0.9944 -0.4170 -0.9603 -0.001
C 16.086452 13.797038 18.770163 -0.2437 0.2174 1.0313 -0.051
H 13.965189 11.413007 16.198994 0.0198 0.1097 -0.0302 0.127
H 11.720223 11.915965 15.303197 0.1026 0.4546 0.2940 0.114
H 10.669857 14.122937 15.884221 0.1895 -0.3086 0.6752 0.114
H 11.805330 15.619086 17.594431 -0.5781 0.1464 0.1017 0.106
H 15.461282 16.636982 20.639059 0.2093 -0.5154 -0.2552 0.127
H 17.920540 16.160781 21.204594 -0.4346 0.3135 -0.0649 0.114
H 19.086359 14.426204 20.338054 0.1676 -0.7533 -0.2788 0.115
H 17.943293 12.698484 18.828913 -0.0792 -0.3283 -0.2342 0.121
O 7.951744 17.188098 28.146393 -0.3885 -0.1844 0.6534 0.113
C 8.794711 17.625382 27.397831 -0.6287 0.1724 0.6498 -0.307
C 9.848434 18.530592 27.882593 1.4002 0.2347 0.2813 -0.069
C 9.990132 18.743010 29.252508 -1.4801 -0.5682 -0.3369 -0.006
C 11.021712 19.489637 29.782075 -0.3204 -0.9734 -0.0208 -0.066
C 11.976132 19.982320 28.916794 -0.0103 1.1788 -0.8797 -0.042
C 11.888047 19.773709 27.510460 0.1270 0.0409 1.9652 0.013
C 10.843236 19.032621 27.015330 -0.3430 -0.2444 -0.0167 -0.080
C 10.802186 18.717738 25.565957 -0.0397 -0.0291 -0.0875 -0.266
O 11.581728 19.171272 24.745957 0.0919 0.1883 0.6076 0.073
C 9.759691 17.768778 25.139594 -0.8604 0.3664 -1.0208 -0.071
C 9.643327 17.531384 23.775018 -0.0683 -0.7953 0.1018 -0.001
C 8.732541 16.592536 23.275875 -0.0115 1.4011 0.1338 -0.044
C 7.826260 16.014266 24.145557 0.0445 0.2863 1.1404 -0.034
C 7.828642 16.398324 25.501685 0.0267 -0.3586 -0.8285 0.013
C 8.765024 17.275724 25.992900 1.1991 -0.2324 -1.0740 -0.100
H 9.197518 18.309281 29.879598 0.5311 0.1995 -0.1689 0.129
H 11.040777 19.509216 30.870177 0.4227 0.6435 -0.2537 0.114
H 12.671639 20.713741 29.316387 0.4766 -0.4288 -0.1721 0.106
H 12.651907 20.126646 26.846267 0.2041 0.2923 -0.2037 0.096
H 10.285963 18.069748 23.100040 0.1775 -0.0859 -0.0959 0.101
H 8.665177 16.550523 22.198248 -0.0334 -0.6748 -0.0120 0.112
H 7.084865 15.297017 23.847498 -0.1422 -0.1330 -0.3744 0.103
H 7.120192 16.021510 26.209402 -0.4114 -0.2875 0.1051 0.115
O 16.684792 13.385444 22.615883 -1.7176 0.5540 0.1414 0.086
C 15.528134 13.806874 22.569382 0.4546 0.1768 0.2210 -0.270
C 15.059805 15.038899 23.321909 1.2318 0.6652 0.4030 -0.067
C 16.032756 15.730441 24.084348 -1.0525 -0.5244 -1.2413 0.008
C 15.723613 16.984189 24.621177 0.5333 -0.9805 -0.0328 -0.053
C 14.442926 17.516344 24.496242 -0.1439 -0.1072 -0.1986 -0.051
C 13.475946 16.811882 23.770531 -0.0292 0.5784 0.9118 0.002
C 13.781860 15.601712 23.176527 1.2929 -0.4533 0.3329 -0.097
C 12.759316 14.907628 22.409504 -1.1364 0.8474 -0.2753 -0.290
O 11.647363 15.419762 22.362624 0.2131 -0.9778 -0.3989 0.094
C 13.137678 13.665740 21.697962 0.7412 -0.3484 -0.1627 -0.073
C 12.149879 13.022835 20.953326 0.0509 -0.5528 -0.2254 -0.006
C 12.428184 11.848336 20.273345 2.5598 -0.3474 0.0370 -0.025
C 13.779148 11.354023 20.307777 -1.6899 0.5097 0.5158 -0.042
C 14.753815 11.986394 21.066207 0.1739 -0.5158 -0.7450 -0.016
C 14.477513 13.172165 21.728834 -1.2985 -0.2495 0.4736 -0.079
H 16.995878 15.217101 24.075066 -0.0074 0.5927 0.4646 0.119
H 16.531732 17.462120 25.150843 -0.1537 0.4825 0.2215 0.094
H 14.179207 18.477378 24.947565 0.1300 -0.3194 -0.1480 0.095
H 12.448452 17.182835 23.749913 0.4453 -0.1021 -0.2735 0.096
H 11.167595 13.455980 20.898502 -0.2118 0.1926 0.1671 0.121
H 11.745478 11.286369 19.658139 -0.4700 0.2315 0.0580 0.105
H 14.012489 10.442309 19.780197 0.0868 -0.0619 -0.0959 0.109
H 15.751820 11.544838 21.068954 -0.1772 0.3679 0.2143 0.133
O 15.812149 20.204902 14.179783 -0.0068 -2.3497 0.0002 0.085
C 16.074364 19.041386 14.529225 0.5585 2.4317 -0.0795 -0.237
C 16.585279 18.846150 15.918494 -0.4535 0.2493 0.0613 -0.094
C 16.599588 19.958413 16.760421 0.0917 -0.2942 0.0637 -0.041
C 17.033413 19.809796 18.062125 0.6704 1.0030 -0.7934 -0.073
C 17.569841 18.618160 18.477004 -0.7504 -0.8313 1.3556 -0.060
C 17.483877 17.479225 17.703698 0.2395 -0.3308 -0.7221 0.009
C 17.000092 17.609598 16.394881 -0.0513 -1.0788 -0.1416 -0.062
C 16.942631 16.381219 15.483201 0.0163 2.8578 -0.3752 -0.266
O 17.344593 15.327019 15.856613 0.2135 -1.6218 0.3761 0.125
C 16.478281 16.638688 14.055526 0.8942 -1.2286 1.2235 -0.078
C 16.525506 15.552112 13.203336 0.1957 -0.4832 0.1482 -0.017
C 16.107236 15.684533 11.906979 -0.3298 -0.5277 -1.6045 -0.067
C 15.655752 16.924334 11.469563 0.1990 0.0130 -0.2939 -0.059
C 15.585332 18.005401 12.345909 -0.2426 0.0071 -2.2284 -0.004
C 16.085582 17.876582 13.607656 -1.0853 0.9076 1.0930 -0.108
H 16.258920 20.908805 16.398858 -0.1346 0.1640 -0.2040 0.094
H 17.113333 20.679521 18.703800 -0.2573 -0.0225 0.0816 0.098
H 17.817161 18.560879 19.530109 0.4450 -0.2124 -0.0848 0.089
H 17.804160 16.497707 18.074973 -0.1425 0.4943 -0.2733 0.109
H 16.957501 14.628713 13.555978 -0.1880 -0.1517 0.2053 0.120
H 16.093558 14.836508 11.167612 0.2808 0.8768 1.0255 0.127
H 15.475049 17.051176 10.399696 -0.4386 0.0583 0.4257 0.111
H 15.159211 18.922084 11.938483 0.3712 0.0585 0.5360 0.129
O 14.671010 24.509651 21.169063 0.1150 -0.2615 0.1570 0.114
C 15.143527 23.401589 21.378264 -0.2875 0.8651 -0.3045 -0.289
C 14.308674 22.237905 21.670901 -1.5492 -0.5605 -0.5832 -0.125
C 12.909839 22.403249 21.774338 1.4703 0.8696 0.0391 0.007
C 12.103891 21.327324 22.025840 -1.2612 0.9661 -0.8476 -0.060
C 12.614885 20.081954 22.041162 2.1077 -1.7486 0.8887 -0.055
C 14.002794 19.858100 21.910892 -1.2619 -0.1255 0.0499 0.012
C 14.842908 20.942181 21.675283 -0.3895 -0.2781 0.2596 -0.122
C 16.273081 20.671488 21.414342 -0.7369 0.3093 0.1454 -0.313
O 16.637998 19.516704 21.312512 0.8125 0.2784 0.0030 0.076
C 17.138825 21.886180 21.295194 1.0896 -0.5459 0.2764 -0.099
C 18.533233 21.686611 21.259916 0.4183 1.4599 -0.9232 0.019
C 19.398282 22.832875 21.120831 -1.7748 -1.5143 0.4512 -0.038
C 18.829725 24.105246 21.098236 1.2186 -0.1146 0.1092 -0.060
C 17.474319 24.261546 21.214148 -0.7657 -0.9680 -0.0603 0.000
C 16.593570 23.183873 21.297184 1.4138 -0.6192 -0.0273 -0.063
H 12.487340 23.392441 21.651248 0.1155 0.0065 0.1570 0.074
H 11.031146 21.454198 22.054677 -0.1006 0.1582 0.2810 0.119
H 12.015872 19.248991 22.343521 -0.3663 -0.3681 -0.2382 0.079
H 14.334214 18.818934 22.027241 0.2876 0.6536 -0.3011 0.112
H 18.907713 20.654742 21.193528 -0.0882 0.5913 0.2716 0.122
H 20.459137 22.691924 21.085469 0.3928 -0.0202 -0.1187 0.100
H 19.476585 24.992670 21.026617 -0.3376 -0.4660 0.0251 0.121
H 17.054062 25.215773 21.276363 -0.4247 1.1803 -0.1930 0.064
Cl 15.873496 20.240289 27.152052 -0.7075 -0.3019 0.1253 0.558
C 17.119142 21.195075 26.343939 0.8642 -1.2063 -0.7603 -0.651
C 16.817798 21.425347 24.855074 -1.7474 0.0819 0.6932 -0.550
Cl 15.309103 22.451616 24.697104 0.4842 -0.0333 0.2200 0.609
H 17.996383 20.524369 26.411163 -0.1215 0.6356 -0.1277 0.074
H 17.269065 22.054158 26.980996 0.0866 0.4749 -0.4288 0.064
H 16.514242 20.507145 24.317783 0.5995 0.2718 0.4849 0.064
H 17.577806 21.970504 24.329286 0.5351 0.0977 -0.0785 0.060
Cl 11.610025 18.842131 16.713492 -0.2632 -0.4154 -0.0966 0.547
C 12.241879 19.025757 18.386214 -1.2244 0.6893 -0.1909 -0.640
C 13.626251 19.527872 18.274132 1.6198 -0.2095 0.1369 -0.665
Cl 13.666900 21.227859 17.720292 -0.0662 0.2001 0.1644 0.588
H 12.142699 18.077721 18.916470 0.1604 0.0946 -0.0861 0.061
H 11.593915 19.809636 18.805224 0.2166 -0.5057 0.2610 0.062
H 14.169414 18.966777 17.493949 -0.0791 0.1331 0.5773 0.057
H 14.181538 19.491241 19.234634 -0.4042 -0.0618 -0.5778 0.068
Cl 10.404198 24.630356 20.429017 -0.2211 -0.2039 0.0156 0.590
C 11.587018 25.084086 19.171942 0.2392 -0.5409 0.0791 -0.663
C 11.154566 26.362786 18.562832 0.6214 1.0859 0.1671 -0.638
Cl 12.517671 26.961359 17.536877 -0.2567 -0.1201 -0.1180 0.566
H 11.656753 24.315526 18.417806 -0.0999 -0.4783 0.0063 0.070
H 12.545493 25.174232 19.667803 0.1509 0.0975 0.0813 0.045
H 11.067186 27.096991 19.358607 -0.3049 0.1696 -0.2056 0.040
H 10.267775 26.289711 17.948606 -0.0981 -0.0213 -0.0369 0.074
Cl 19.917703 23.133907 15.988381 0.0100 0.1150 0.2449 0.544
C 19.000452 23.690579 17.422068 -0.2013 -0.2905 0.1043 -0.668
C 18.657543 25.158838 17.364133 -1.4115 -0.7890 -0.5632 -0.714
Cl 20.009888 26.199576 17.645867 1.0369 0.7024 -0.1135 0.592
H 19.558812 23.460793 18.329269 0.1357 -0.0478 -0.2049 0.047
H 18.075569 23.102925 17.438545 0.1356 0.1666 -0.0349 0.067
H 17.973582 25.372815 18.179546 -0.3295 -0.0774 0.0088 0.052
H 18.144167 25.363503 16.399024 0.5349 0.1944 0.6319 0.092
```
Positions in Å, forces in eV/Å.

## Properties
- lowest unoccupied orbital energy (eV) = -1.36
- calculated total energy (Ha) = -8128.79100
- total charge = 0
- maximum force (Eh/bohr) = 0.056
- SMILES = O=C1c2ccccc2C(=O)c2ccccc21.O=C1c2ccccc2C(=O)c2ccccc21.O=C1c2ccccc2C(=O)c2ccccc21.O=C1c2ccccc2C(=O)c2ccccc21.O=C1c2ccccc2C(=O)c2ccccc21.O=C1c2ccccc2C(=O)c2ccccc21.ClCCCl.ClCCCl.ClCCCl.ClCCCl



C8H16AlBN3O2 as an isolated structure. Source: OMol25; level of theory: ωB97M-V with the def2-TZVPD basis set.

XYZ file:
```
31
Properties=species:S:1:pos:R:3:forces:R:3:lowdin_charge:R:1
N -0.120603 -0.481395 -1.078027 -0.0838 0.1085 0.0089 0.058
B -0.820592 0.850273 -1.012059 0.0707 -0.1350 0.3363 -0.669
O 0.052991 1.915633 -0.888723 0.0233 0.1680 -0.6171 0.019
Al -2.986268 1.198407 -1.273284 0.0558 0.2155 0.1724 0.168
O -3.825777 -0.351232 -1.531123 0.0372 -0.0185 -0.0113 -0.337
H -0.715651 -1.206273 -0.689746 -0.1594 -0.0160 -0.2687 0.030
H 0.025993 -0.753505 -2.047787 0.1436 -0.0177 0.0201 0.056
H 0.962655 1.665126 -1.112731 -0.0137 -0.1125 0.3138 0.051
H -3.154296 2.135875 -2.598042 0.0293 -0.0523 0.0129 -0.107
H -3.611529 1.960694 0.054870 -0.0021 -0.0967 -0.0180 -0.102
H -4.232076 -0.702380 -0.739195 -0.0559 -0.0996 0.0709 -0.033
N -2.126806 -0.444635 1.928060 -0.0480 0.0665 0.0063 0.026
C -3.407771 -0.369449 2.386470 -0.0101 -0.0233 0.0261 -0.148
C -3.591063 -1.387303 3.290146 0.0045 -0.0042 -0.0076 -0.127
C -2.365311 -2.103940 3.371669 -0.0025 0.0010 -0.0005 -0.133
C -1.483180 -1.493875 2.514626 0.0380 0.0163 -0.0123 -0.150
H -1.741696 0.183745 1.235596 -0.0600 0.0117 -0.0456 0.085
H -4.066940 0.399748 2.020142 0.0079 -0.0008 -0.0121 0.086
H -4.502084 -1.596350 3.826767 -0.0023 -0.0012 0.0027 0.078
H -2.155082 -2.966473 3.983138 0.0022 -0.0019 0.0017 0.077
H -0.457253 -1.717840 2.275387 0.0005 -0.0027 -0.0070 0.102
N 5.370598 0.364708 -2.022352 -0.0083 0.0017 0.0137 -0.012
C 4.237050 -0.404201 -2.075040 0.0009 0.0047 -0.0157 -0.142
C 3.338584 0.098632 -1.172877 0.0262 -0.0012 0.0383 -0.106
C 3.957747 1.219062 -0.549966 -0.0187 -0.0098 -0.0045 -0.109
C 5.206595 1.357982 -1.094029 0.0059 0.0045 -0.0070 -0.153
H 6.191805 0.223752 -2.578971 -0.0007 0.0034 -0.0074 0.135
H 4.163683 -1.239148 -2.750922 -0.0007 -0.0034 0.0022 0.101
H 2.345907 -0.281596 -0.977285 0.0146 -0.0090 0.0038 0.063
H 3.524438 1.849926 0.208724 0.0050 0.0032 0.0030 0.093
H 5.985932 2.076033 -0.903436 0.0006 0.0008 0.0019 0.098
```
Positions in Å, forces in eV/Å.

## Properties
- lowest unoccupied orbital energy (eV) = 2.62
- calculated total energy (Ha) = -896.59275
- total charge = -1
- maximum force (Eh/bohr) = 0.012



An isolated ion of composition C3H6O3P and charge -1 at a distorted geometry. Source: OMol25; level of theory: ωB97M-V with the def2-TZVPD basis set.

XYZ file:
```
13
Properties=species:S:1:pos:R:3:forces:R:3:lowdin_charge:R:1
C 1.240423 -0.389051 -0.231301 -2.5333 -1.7150 -2.1300 -0.168
C -0.039368 0.360425 0.071384 -0.1927 1.0682 1.1201 -0.365
P -1.522895 -0.663712 0.125388 0.4582 -3.1998 -6.8496 0.439
O -1.685292 -1.365509 -1.435974 0.1139 2.5028 5.5766 -0.543
O -1.450271 -1.535242 1.338449 -0.3820 0.4678 -0.0647 -0.399
C -2.931015 0.505451 0.168501 -0.5536 0.7005 -0.1416 -0.330
O -2.973874 1.706604 -0.038070 0.4553 -0.6325 0.1732 -0.048
H 1.249244 -1.452126 0.046351 0.5391 0.6038 0.9818 0.076
H 1.112448 -0.540859 -1.321679 0.5513 0.2613 0.1233 0.069
H 2.018495 0.282051 -0.074298 2.0014 0.3623 0.6279 0.032
H 0.084311 1.298661 -0.521917 -1.1650 -0.6656 0.3359 0.098
H -0.193421 0.643541 1.123962 1.0459 0.4861 0.1677 0.065
H -3.880543 -0.023568 0.342790 -0.3383 -0.2398 0.0794 0.074
```
Positions in Å, forces in eV/Å.

## Properties
- relative energy (zero: lowest compared OMol25 entry of this formula, charge and spin) (kcal per mole) = 41.5
- lowest unoccupied orbital energy (eV) = 4.01
- calculated total energy (Ha) = -685.04447
- total charge = -1
- maximum force (Eh/bohr) = 0.147
- SMILES = CC[P@@](=O)([O-])C=O